Computed, not measured: a molecular structure, C56H37Br2CeCl2F2N5O in a non-equilibrium geometry, with the ωB97M-V functional and the def2-TZVPD basis.

For the frontier orbital gap (spin up / spin down), the calculation gives 5.44 / 5.45 eV. The calculation puts the molecular weight at 1204.8 g mol⁻¹. For the largest force on an atom, the calculation gives 2.790 eV/Å. The calculation puts the total energy at -9248.539649 a.u. The multiplicity is 1.

Geometry as XYZ:
```
106
Properties=species:S:1:pos:R:3:forces:R:3
Ce -0.52627 -0.81747 0.28694 -0.2 1.1 -0.1
C -0.05167 -4.86117 -6.31336 0.0 -0.1 0.0
C -0.14977 -5.27527 -4.99436 0.0 -0.1 0.0
C 0.01793 -4.36297 -3.96536 0.1 0.1 0.0
C 0.28303 -3.02567 -4.24476 0.0 -0.2 -0.2
C 0.40063 -2.62547 -5.57126 0.1 0.0 0.1
C 0.23213 -3.53587 -6.59916 0.0 -0.1 -0.1
C 0.27163 -2.04387 -3.13176 -0.3 0.2 0.1
C 1.43983 -1.83497 -2.37936 -0.1 -0.2 -0.3
C 2.76203 -2.14587 -2.85896 -0.2 0.0 0.1
C 3.63343 -1.59917 -1.97386 -0.2 0.1 0.2
C 2.84013 -1.01807 -0.92066 0.4 0.3 0.2
N 1.51543 -1.17527 -1.19296 -0.6 0.2 0.4
C 3.34643 -0.38397 0.22724 -0.5 0.3 0.1
C 2.57843 0.30553 1.18264 0.7 -0.4 -0.3
C 3.14293 0.98163 2.32804 -0.3 0.1 0.1
C 2.21883 1.87983 2.73974 0.0 -0.2 -0.2
C 1.08203 1.72383 1.86924 -0.2 0.5 0.1
C 0.08033 2.69713 1.73384 -0.3 -0.4 -0.2
C 0.45373 4.07223 2.16424 0.1 0.3 0.1
C -0.06057 4.75793 3.25344 0.0 -0.2 0.0
C 0.28243 6.08133 3.47404 0.0 0.1 0.1
C 1.15333 6.73363 2.61974 0.0 0.1 0.0
C 1.69153 6.04803 1.54234 0.1 0.1 -0.1
C 1.34693 4.73003 1.31804 0.0 0.0 0.1
C -1.03927 2.61073 0.90024 0.5 0.2 0.4
N -1.39047 1.55003 0.12664 0.4 -0.9 0.1
C -2.42937 1.96503 -0.64196 -0.3 -0.2 -0.6
C -2.93707 1.29493 -1.76416 0.3 0.0 0.3
C -4.02397 1.98413 -2.49376 -0.3 0.1 -0.1
C -3.72697 2.62243 -3.69666 0.0 -0.1 0.1
C -4.69907 3.34333 -4.36526 0.0 0.1 -0.1
C -5.98017 3.42673 -3.84246 -0.1 0.0 0.0
C -6.28617 2.77703 -2.65706 -0.2 0.1 0.0
C -5.31157 2.06623 -1.97946 0.1 -0.1 0.0
C -2.36707 0.17693 -2.38816 -0.3 0.3 0.1
C -2.91907 -0.46327 -3.55956 0.2 -0.1 0.1
C -2.03557 -1.41807 -3.93006 0.0 0.1 0.2
C -0.93217 -1.34237 -2.99656 0.5 -0.4 -0.2
N -1.18177 -0.39197 -2.05756 0.3 0.3 0.6
C -2.81257 3.31103 -0.27976 0.2 0.0 0.2
C -1.93617 3.71913 0.66364 -0.1 -0.2 -0.3
N 1.28753 0.69143 1.00834 -0.9 -0.4 -0.4
C 4.80513 -0.23177 0.40544 0.4 0.0 0.1
C 5.66213 -1.31447 0.55754 -0.1 0.0 -0.1
C 7.01263 -1.11647 0.78234 0.2 -0.1 0.0
C 7.53263 0.16233 0.86944 0.0 0.0 0.0
C 6.69113 1.25323 0.71644 0.1 0.1 0.0
C 5.34403 1.05593 0.48384 0.0 0.0 -0.1
H -0.20787 -5.56787 -7.11786 0.0 0.0 0.0
H -0.37417 -6.31067 -4.76836 0.0 0.0 0.0
H -0.08797 -4.67307 -2.93436 0.0 0.0 0.1
H 0.60883 -1.58897 -5.78896 0.0 0.2 0.0
H 0.30243 -3.21147 -7.62796 0.0 0.0 0.0
H 2.98093 -2.64947 -3.78376 0.0 0.0 -0.1
H 4.70533 -1.56697 -2.04206 0.1 0.0 0.0
H 4.11713 0.81723 2.74714 0.1 0.0 0.0
H 2.29393 2.58493 3.54634 0.0 0.1 0.1
H -0.73527 4.25973 3.92884 -0.1 0.0 0.1
H -0.14237 6.60713 4.31714 0.0 0.0 0.1
H 1.41003 7.77053 2.79164 0.0 0.0 0.0
H 2.37423 6.54573 0.86844 0.1 0.0 0.0
H 1.75113 4.19363 0.46944 0.0 0.0 -0.1
H -2.71867 2.55403 -4.08276 0.0 0.0 -0.1
H -4.46357 3.84713 -5.29426 0.0 0.0 0.0
H -6.74187 3.99963 -4.35446 0.0 0.0 0.0
H -7.29047 2.82973 -2.25936 0.0 0.0 0.0
H -5.53757 1.56233 -1.05056 0.0 0.0 0.1
H -3.85527 -0.21337 -4.02356 -0.1 0.1 -0.1
H -2.10557 -2.08607 -4.76826 0.0 -0.1 -0.1
H -3.62097 3.86333 -0.72136 0.0 0.1 -0.1
H -1.89047 4.67193 1.15754 0.0 0.1 0.0
H 5.26543 -2.31767 0.51744 0.0 -0.1 0.0
H 7.66323 -1.97177 0.89194 0.1 -0.1 0.0
H 8.58683 0.31063 1.05204 0.1 0.0 0.0
H 7.09273 2.25703 0.77554 0.0 0.0 0.0
H 4.69003 1.90923 0.36834 0.0 0.0 0.0
C 2.34343 -3.46677 0.93864 -0.1 -0.1 0.0
C 1.42553 -3.49857 2.11154 0.1 0.1 -0.2
C 1.55343 -4.52297 3.06444 -0.2 0.0 0.2
C 0.67533 -4.59307 4.10574 0.2 0.0 -0.2
C -0.33767 -3.62337 4.21694 0.1 0.3 -0.3
C -1.34227 -3.63977 5.19694 -0.5 -0.1 0.5
Br -1.36057 -4.99917 6.54454 0.0 0.2 -0.2
C -2.35817 -2.71917 5.18844 0.5 -0.7 0.3
C -2.35127 -1.70807 4.24464 0.2 0.8 -0.9
Br -3.84717 -0.55037 4.21814 -0.1 -0.1 0.0
C -1.34057 -1.51227 3.28434 -0.3 -1.9 2.0
O -1.29187 -0.52737 2.49194 0.6 1.1 -2.1
C -0.34707 -2.57877 3.24844 -0.7 0.3 0.6
N 0.51583 -2.54757 2.21224 0.2 0.1 -0.5
H 2.88673 -4.40407 0.83364 0.0 0.0 0.0
H 3.05233 -2.65017 1.06874 0.0 -0.1 0.0
H 1.76743 -3.27337 0.03314 0.2 -0.1 0.0
H 2.33613 -5.25587 2.94454 0.0 -0.1 0.0
H 0.74043 -5.38647 4.83524 0.0 0.0 0.0
H -3.15317 -2.77317 5.91824 0.0 0.0 0.0
Cl -2.73377 2.62153 3.49524 -0.3 0.0 0.2
C -4.38367 2.77333 4.11744 0.1 -0.3 0.1
Cl -5.01037 4.40243 3.88674 -0.1 0.2 0.0
H -4.38037 2.55003 5.18244 0.0 0.0 -0.2
H -5.01917 2.07913 3.57034 0.1 0.1 0.1
F -0.85577 -3.15267 -0.26096 -0.1 -0.3 -0.2
C -2.23877 -2.59957 -0.38916 0.4 -0.4 1.4
F -2.50777 -2.37697 1.01534 0.0 -0.3 -0.5
H -2.81887 -3.53127 -0.58666 0.2 0.9 -0.4
```
Positions in Å, forces in eV/Å.

Mulliken population analysis, charges in e, atoms 1 to 6: atom 1 (Ce): 0.262, atom 2 (C): -0.382, atom 3 (C): -0.884, atom 4 (C): -0.080, atom 5 (C): -1.005, atom 6 (C): 0.271